No. 1
The following is a quantum chemistry calculation of C49H50BrN7O4SY as an isolated structure, from OMol25.

Last column: Löwdin charge in e.
Geometry (Å):
Y (-0.34, 0.51, 0.05)  1.48
C (-5.13, -3.65, -3.78)  -0.04
C (-3.86, -3.08, -3.19)  -0.26
C (-2.81, -2.68, -3.96)  0.01
C (-1.63, -2.13, -3.39)  -0.12
C (-0.65, -1.62, -4.24)  0.01
N (0.45, -1.03, -3.85)  0.08
C (1.39, -0.35, -4.72)  -0.15
C (2.79, -0.97, -4.65)  -0.13
C (3.90, 0.07, -4.74)  -0.13
N (3.73, 1.10, -3.70)  0.09
C (3.54, 0.87, -2.43)  -0.03
C (3.78, -0.33, -1.71)  -0.14
C (4.90, -1.16, -1.79)  0.02
C (5.06, -2.19, -0.89)  -0.26
C (6.29, -3.07, -0.90)  -0.05
C (4.08, -2.35, 0.11)  0.03
C (2.93, -1.58, 0.20)  -0.10
C (2.06, -1.75, 1.35)  -0.09
N (0.97, -1.14, 1.59)  -0.01
C (0.41, -1.32, 2.94)  -0.22
C (-0.85, -2.18, 2.99)  -0.16
C (-2.09, -1.52, 2.40)  -0.22
N (-1.93, -1.39, 0.95)  0.01
C (-2.67, -2.16, 0.26)  -0.08
C (-2.65, -2.34, -1.19)  -0.13
C (-3.75, -2.90, -1.80)  0.04
C (-1.50, -1.97, -1.97)  -0.32
O (-0.44, -1.51, -1.44)  -0.13
C (2.71, -0.59, -0.79)  -0.32
O (1.64, 0.05, -0.98)  -0.20
H (-5.05, -3.76, -4.86)  0.08
H (-5.98, -2.99, -3.58)  0.07
H (-5.36, -4.62, -3.35)  0.08
H (-2.86, -2.77, -5.04)  0.13
H (-0.81, -1.67, -5.32)  0.15
H (0.55, -0.96, -2.82)  0.11
H (1.40, 0.69, -4.40)  0.06
H (1.00, -0.38, -5.74)  0.13
H (2.94, -1.71, -5.44)  0.12
H (2.88, -1.51, -3.71)  0.11
H (3.88, 0.59, -5.69)  0.13
H (4.88, -0.40, -4.65)  0.12
H (3.47, 2.03, -4.01)  0.14
H (3.10, 1.70, -1.88)  0.09
H (5.68, -0.96, -2.52)  0.13
H (6.80, -3.02, -1.86)  0.08
H (6.02, -4.11, -0.71)  0.08
H (7.00, -2.77, -0.12)  0.09
H (4.24, -3.13, 0.85)  0.13
H (2.47, -2.43, 2.12)  0.13
H (0.17, -0.33, 3.33)  0.11
H (1.16, -1.77, 3.60)  0.11
H (-1.05, -2.40, 4.04)  0.12
H (-0.66, -3.14, 2.49)  0.12
H (-2.22, -0.54, 2.83)  0.10
H (-2.96, -2.13, 2.63)  0.11
H (-3.42, -2.77, 0.77)  0.13
H (-4.58, -3.20, -1.17)  0.13
C (0.88, 5.78, -3.43)  -0.03
N (-0.35, 5.05, -3.25)  -0.12
C (-1.63, 5.58, -3.38)  -0.07
C (-2.50, 4.61, -3.08)  -0.12
N (-1.76, 3.48, -2.78)  0.08
C (-0.45, 3.75, -2.87)  -0.74
S (0.81, 2.66, -2.54)  0.68
H (0.82, 6.40, -4.32)  0.10
H (1.69, 5.06, -3.53)  0.05
H (1.08, 6.41, -2.56)  0.10
H (-1.79, 6.60, -3.69)  0.13
H (-3.58, 4.61, -3.07)  0.12
H (-2.10, 2.59, -2.39)  0.07
C (-2.18, 0.79, -1.44)  -0.08
C (-3.16, 0.70, -2.16)  -0.13
C (-4.34, 0.55, -2.97)  -0.26
C (-4.27, 0.67, -4.36)  -0.05
C (-5.40, 0.48, -5.14)  -0.08
C (-6.62, 0.19, -4.54)  -0.09
C (-6.70, 0.09, -3.16)  -0.09
C (-5.57, 0.27, -2.38)  -0.04
H (-3.31, 0.89, -4.82)  0.11
H (-5.34, 0.57, -6.22)  0.10
H (-7.51, 0.06, -5.15)  0.10
H (-7.65, -0.13, -2.69)  0.10
H (-5.63, 0.19, -1.30)  0.12
C (4.08, 4.84, 3.40)  -0.04
C (3.22, 3.87, 2.63)  -0.26
C (2.45, 4.27, 1.54)  -0.01
C (1.66, 3.35, 0.88)  -0.13
N (1.59, 2.06, 1.22)  0.03
C (2.34, 1.68, 2.26)  -0.12
C (3.15, 2.53, 2.98)  -0.02
H (4.10, 5.82, 2.92)  0.08
H (5.10, 4.47, 3.48)  0.09
H (3.69, 4.96, 4.41)  0.09
H (2.46, 5.31, 1.22)  0.12
H (1.04, 3.66, 0.04)  0.06
H (2.28, 0.63, 2.53)  0.09
H (3.73, 2.14, 3.81)  0.12
Br (-2.46, 5.31, 0.16)  0.86
C (-2.82, 4.66, 1.91)  -0.57
C (-3.56, 5.51, 2.72)  -0.13
C (-3.88, 5.12, 4.01)  -0.07
C (-3.46, 3.89, 4.49)  -0.07
C (-2.73, 3.05, 3.67)  -0.02
C (-2.39, 3.42, 2.36)  -0.14
C (-1.58, 2.45, 1.56)  -0.60
O (-1.11, 2.76, 0.44)  -0.19
O (-1.35, 1.30, 2.06)  -0.13
H (-3.88, 6.47, 2.33)  0.09
H (-4.46, 5.79, 4.64)  0.11
H (-3.71, 3.58, 5.50)  0.11
H (-2.40, 2.09, 4.02)  0.11

Results
orbital gap	6.62	eV
energy above the lowest of the compared OMol25 structures with the same formula, charge and spin	0.168	eV
energy	-152166.6709	eV
maximum force	0.61	eV/A
total charge	+1


No. 2
The following is a quantum chemistry calculation of C49H50GeN3O3PtTe as an isolated structure, from OMol25.

Last column: Löwdin spin population.
Geometry (Å):
Pt (-0.06, 0.24, 0.27)  0.00
C (-3.21, 2.48, 2.02)  0.00
C (-1.88, 2.18, 1.37)  0.00
O (-1.73, 0.92, 1.10)  0.00
C (-0.99, 3.21, 1.16)  0.00
C (0.31, 3.15, 0.57)  0.00
C (1.09, 4.42, 0.38)  0.00
N (0.83, 2.02, 0.20)  0.00
N (2.07, 2.01, -0.43)  0.00
C (2.39, 0.82, -0.80)  0.00
O (1.63, -0.24, -0.65)  0.00
C (3.71, 0.57, -1.43)  0.00
C (4.05, -0.71, -1.83)  0.00
C (5.28, -0.95, -2.42)  0.00
C (6.18, 0.09, -2.61)  0.00
C (5.84, 1.38, -2.21)  0.00
C (4.61, 1.62, -1.62)  0.00
H (-3.80, 1.58, 2.09)  0.00
H (-3.75, 3.22, 1.43)  0.00
H (-3.05, 2.90, 3.01)  0.00
H (-1.33, 4.19, 1.46)  0.00
H (0.57, 5.26, 0.82)  0.00
H (1.24, 4.60, -0.69)  0.00
H (2.08, 4.31, 0.82)  0.00
H (3.35, -1.52, -1.68)  0.00
H (5.55, -1.95, -2.73)  0.00
H (7.14, -0.09, -3.06)  0.00
H (6.53, 2.20, -2.36)  0.00
H (4.33, 2.61, -1.30)  0.00
Ge (1.17, -0.64, 2.19)  0.00
C (2.86, 0.33, 2.23)  0.00
C (2.91, 1.66, 2.62)  0.00
C (4.11, 2.36, 2.59)  0.00
C (5.27, 1.73, 2.15)  0.00
C (5.23, 0.40, 1.76)  0.00
C (4.02, -0.29, 1.80)  0.00
C (0.30, -0.23, 3.90)  0.00
C (1.13, -0.41, 5.02)  0.00
C (0.65, -0.18, 6.30)  0.00
C (-0.65, 0.24, 6.49)  0.00
C (-1.48, 0.41, 5.39)  0.00
C (-1.01, 0.18, 4.11)  0.00
H (1.56, -2.12, 2.17)  0.00
H (2.01, 2.16, 2.97)  0.00
H (4.14, 3.40, 2.90)  0.00
H (6.20, 2.27, 2.12)  0.00
H (6.13, -0.10, 1.43)  0.00
H (4.00, -1.33, 1.48)  0.00
H (2.16, -0.72, 4.88)  0.00
H (1.31, -0.32, 7.15)  0.00
H (-1.03, 0.41, 7.49)  0.00
H (-2.51, 0.73, 5.54)  0.00
H (-1.67, 0.30, 3.27)  0.00
C (0.42, -10.25, -0.72)  0.00
C (0.24, -8.78, -0.47)  0.00
C (0.84, -7.83, -1.27)  0.00
C (0.66, -6.47, -1.04)  0.01
C (1.34, -5.48, -1.95)  0.02
C (-0.14, -6.05, 0.03)  0.07
Te (-0.38, -3.91, 0.34)  0.47
N (-0.89, -1.58, -0.12)  0.07
C (-0.97, -1.72, -1.42)  0.02
O (-0.98, -2.84, -2.01)  0.19
C (-1.00, -0.49, -2.28)  0.01
C (-1.84, 0.58, -1.96)  0.00
C (-1.76, 1.77, -2.68)  0.00
C (-0.86, 1.89, -3.72)  0.00
C (-0.04, 0.81, -4.06)  0.00
C (-0.12, -0.37, -3.35)  0.00
C (-2.48, -4.09, 0.51)  0.02
C (-3.26, -4.80, -0.41)  0.01
C (-2.75, -5.49, -1.65)  0.00
C (-4.63, -4.87, -0.19)  0.00
C (-5.24, -4.27, 0.90)  0.01
C (-6.73, -4.38, 1.13)  0.00
C (-4.44, -3.56, 1.79)  0.00
C (-3.07, -3.46, 1.61)  0.01
C (-2.26, -2.68, 2.61)  0.02
C (-0.72, -6.99, 0.88)  0.02
C (-1.52, -6.63, 2.09)  0.01
C (-0.53, -8.35, 0.61)  0.00
H (1.03, -10.42, -1.61)  0.00
H (-0.54, -10.75, -0.88)  0.00
H (0.91, -10.74, 0.12)  0.00
H (1.46, -8.15, -2.10)  0.00
H (1.87, -5.99, -2.75)  0.00
H (2.07, -4.87, -1.41)  0.00
H (0.62, -4.79, -2.41)  0.00
H (-2.57, 0.46, -1.17)  0.00
H (-2.41, 2.60, -2.42)  0.00
H (-0.80, 2.81, -4.28)  0.00
H (0.67, 0.91, -4.87)  0.00
H (0.52, -1.21, -3.60)  0.00
H (-1.74, -5.20, -1.91)  0.00
H (-3.39, -5.23, -2.49)  0.00
H (-2.78, -6.57, -1.52)  0.00
H (-5.24, -5.41, -0.90)  0.00
H (-7.21, -4.91, 0.31)  0.00
H (-7.18, -3.39, 1.21)  0.00
H (-6.94, -4.91, 2.05)  0.00
H (-4.90, -3.07, 2.65)  0.00
H (-2.89, -2.34, 3.43)  0.00
H (-1.82, -1.82, 2.12)  0.00
H (-1.45, -3.28, 3.04)  0.01
H (-1.30, -5.62, 2.45)  0.01
H (-1.30, -7.32, 2.91)  0.00
H (-2.60, -6.67, 1.89)  0.00
H (-0.99, -9.08, 1.26)  0.00

Results
orbital gap (spin up / spin down)	6.65 / 6.65	eV
energy above the lowest of the compared OMol25 structures with the same formula, charge and spin	0.332	eV
energy	-129292.2512	eV
maximum force	0.69	eV/A
total charge	0
2S+1	2
⟨S²⟩	0.75